[1]
{
  "formula": "C4H9NO",
  "method": "the ωB97M-V functional and the def2-TZVPD basis",
  "species": ["C", "C", "N", "C", "C", "O", "H", "H", "H", "H", "H", "H", "H", "H", "H"],
  "xyz": [[1.738, -0.098, -0.034], [0.852, 0.670, -1.000], [-0.464, 1.115, -0.508], [-1.453, -1.041, 0.589], [-1.360, 0.423, 0.346], [-0.427, 1.236, 0.980], [2.773, -0.039, -0.378], [1.458, -1.152, 0.047], [1.662, 0.357, 0.956], [0.762, 0.163, -1.975], [1.308, 1.639, -1.231], [-0.486, -1.527, 0.735], [-1.959, -1.471, -0.286], [-2.082, -1.197, 1.471], [-2.322, 0.923, 0.289]],
  "orbital_gap_ev": 10.22,
  "smiles": "CCN1O[C@@H]1C",
  "homo_energy_ev": -9.15,
  "largest_force_ha_per_bohr": 0.01079,
  "e_tot_ha": -287.6992
}

---

[2]
{
  "formula": "C4H9NO",
  "method": "the ωB97M-V functional and the def2-TZVPD basis",
  "species": ["C", "N", "C", "C", "O", "C", "H", "H", "H", "H", "H", "H", "H", "H", "H"],
  "xyz": [[-1.866, 0.000, 0.247], [-0.692, -0.311, -0.516], [0.378, -1.159, 0.039], [1.400, -0.092, -0.448], [2.428, 0.323, 0.401], [0.172, 0.848, -0.529], [-2.337, -0.918, 0.620], [-1.527, 0.755, 1.037], [-2.575, 0.537, -0.397], [0.401, -2.164, -0.405], [0.401, -1.237, 1.139], [1.875, -0.389, -1.392], [1.997, 0.855, 1.082], [-0.081, 1.389, 0.471], [0.028, 1.563, -1.350]],
  "orbital_gap_ev": 9.98,
  "smiles": "CN1CC(O)C1",
  "homo_energy_ev": -8.96,
  "largest_force_ha_per_bohr": 0.03577,
  "e_tot_ha": -287.7369
}

---

[3]
{
  "formula": "C4H9NO",
  "method": "the ωB97M-V functional and the def2-TZVPD basis",
  "species": ["C", "C", "O", "C", "C", "N", "H", "H", "H", "H", "H", "H", "H", "H", "H"],
  "xyz": [[-1.749, -0.293, -0.225], [-0.656, 0.899, -0.093], [-0.380, 1.275, 1.211], [0.578, 0.121, -0.554], [1.976, 0.091, -0.017], [0.924, -0.663, 0.630], [-2.248, -0.370, 0.742], [-2.475, -0.099, -1.021], [-1.375, -1.323, -0.442], [-0.958, 1.751, -0.734], [0.236, 0.335, 1.437], [0.386, -0.380, -1.498], [2.456, 0.835, 0.621], [2.674, -0.527, -0.580], [0.885, -1.669, 0.622]],
  "orbital_gap_ev": 10.01,
  "smiles": "C[C@@H](O)[C@H]1CN1",
  "homo_energy_ev": -9.11,
  "largest_force_ha_per_bohr": 0.05231,
  "e_tot_ha": -287.7125
}

---

[4]
{
  "formula": "C4H9NO",
  "method": "the ωB97M-V functional and the def2-TZVPD basis",
  "species": ["C", "C", "O", "C", "N", "C", "H", "H", "H", "H", "H", "H", "H", "H", "H"],
  "xyz": [[-2.350, -0.535, -0.064], [-0.853, -0.321, -0.003], [-0.643, 1.083, 0.245], [0.531, 1.578, 0.641], [1.720, 0.988, 0.544], [2.142, -0.203, -0.206], [-2.815, -0.257, 0.886], [-2.789, 0.081, -0.854], [-2.574, -1.585, -0.275], [-0.408, -0.904, 0.811], [-0.378, -0.613, -0.943], [1.602, 2.219, 0.396], [1.845, -0.158, -1.259], [1.740, -1.119, 0.236], [3.231, -0.255, -0.155]],
  "orbital_gap_ev": 9.31,
  "homo_energy_ev": -8.46,
  "largest_force_ha_per_bohr": 0.00740,
  "e_tot_ha": -287.6502
}

---

[5]
{
  "formula": "C4H9NO",
  "method": "the ωB97M-V functional and the def2-TZVPD basis",
  "species": ["C", "N", "C", "C", "C", "O", "H", "H", "H", "H", "H", "H", "H", "H", "H"],
  "xyz": [[-1.224, -0.563, 0.386], [-0.150, 0.171, -0.252], [-0.622, 1.512, -0.583], [1.147, -0.521, -0.569], [1.651, -0.852, 0.829], [1.769, 0.021, 1.649], [-2.013, -0.835, -0.335], [-1.726, 0.035, 1.170], [-0.865, -1.470, 0.878], [-1.111, 1.982, 0.297], [0.163, 2.206, -0.888], [-1.410, 1.498, -1.359], [1.846, 0.162, -1.076], [1.230, -1.465, -1.189], [1.741, -1.926, 1.115]],
  "orbital_gap_ev": 9.02,
  "smiles": "CN(C)CC=O",
  "homo_energy_ev": -8.08,
  "largest_force_ha_per_bohr": 0.02836,
  "e_tot_ha": -287.7334
}

---

[6]
{
  "formula": "C4H9NO",
  "method": "the ωB97M-V functional and the def2-TZVPD basis",
  "species": ["C", "N", "C", "C", "C", "O", "H", "H", "H", "H", "H", "H", "H", "H", "H"],
  "xyz": [[0.884, -1.144, -0.586], [-0.079, -0.085, -0.416], [-0.742, 0.254, -1.663], [0.014, 1.356, 1.840], [-0.329, 0.077, 1.821], [-0.919, -0.457, 0.661], [1.685, -0.714, -1.186], [0.485, -2.036, -1.097], [1.299, -1.428, 0.387], [-0.959, -0.637, -2.282], [-1.632, 0.871, -1.497], [0.011, 0.862, -2.185], [-0.282, 1.951, 0.978], [0.702, 1.755, 2.577], [-0.139, -0.624, 2.648]],
  "orbital_gap_ev": 9.52,
  "smiles": "C=CON(C)C",
  "homo_energy_ev": -8.41,
  "largest_force_ha_per_bohr": 0.01881,
  "e_tot_ha": -287.6846
}

---

[7]
{
  "formula": "C4H9NO",
  "method": "the ωB97M-V functional and the def2-TZVPD basis",
  "species": ["C", "O", "C", "N", "C", "C", "H", "H", "H", "H", "H", "H", "H", "H", "H"],
  "xyz": [[1.823, -1.459, -0.338], [0.413, -1.499, -0.154], [-0.199, -0.301, -0.017], [0.473, 0.772, -0.076], [-0.181, 2.052, 0.093], [-1.670, -0.507, 0.242], [2.090, -0.817, -1.183], [2.120, -2.491, -0.527], [2.319, -1.073, 0.559], [-1.238, 2.073, -0.217], [-0.135, 2.367, 1.144], [0.354, 2.805, -0.496], [-2.265, 0.358, -0.061], [-2.019, -1.391, -0.296], [-1.835, -0.674, 1.313]],
  "orbital_gap_ev": 10.57,
  "smiles": "C/N=C(\\C)OC",
  "homo_energy_ev": -9.50,
  "largest_force_ha_per_bohr": 0.00921,
  "e_tot_ha": -287.7837
}

---

[8]
{
  "formula": "C4H9NO",
  "method": "the ωB97M-V functional and the def2-TZVPD basis",
  "species": ["C", "C", "N", "C", "O", "C", "H", "H", "H", "H", "H", "H", "H", "H", "H"],
  "xyz": [[-1.703, 0.624, 0.112], [-1.542, -0.624, -0.746], [-0.401, -1.427, -0.363], [0.200, -1.685, 0.646], [0.871, -2.006, 1.561], [2.352, 0.752, -0.118], [-2.571, 1.203, -0.221], [-0.814, 1.259, 0.043], [-1.855, 0.356, 1.163], [-2.437, -1.253, -0.686], [-1.413, -0.352, -1.797], [1.725, 0.343, -0.914], [3.364, 0.909, -0.498], [2.381, 0.048, 0.718], [1.940, 1.706, 0.223]],
  "orbital_gap_ev": 11.14,
  "smiles": "CCN=C=O.C",
  "homo_energy_ev": -10.30,
  "largest_force_ha_per_bohr": 0.01622,
  "e_tot_ha": -287.8012
}

---

[9]
{
  "formula": "C4H9NO",
  "method": "the ωB97M-V functional and the def2-TZVPD basis",
  "species": ["C", "C", "C", "C", "O", "N", "H", "H", "H", "H", "H", "H", "H", "H", "H"],
  "xyz": [[-0.827, 1.537, -1.308], [-0.006, 0.315, -1.612], [1.154, 0.086, -0.999], [0.118, -0.650, 1.575], [-0.816, -1.324, 0.893], [0.367, -1.294, 2.712], [-1.907, 1.393, -1.410], [-0.528, 2.307, -2.028], [-0.611, 1.917, -0.303], [-0.858, -0.876, 0.029], [-0.335, -0.320, -2.435], [1.834, -0.706, -1.300], [1.434, 0.671, -0.129], [-0.086, -2.157, 3.000], [1.068, -0.899, 3.315]],
  "orbital_gap_ev": 9.56,
  "homo_energy_ev": -8.45,
  "largest_force_ha_per_bohr": 0.01291,
  "e_tot_ha": -287.7253
}

---

[10]
{
  "formula": "C4H9NO",
  "method": "the ωB97M-V functional and the def2-TZVPD basis",
  "species": ["C", "C", "C", "C", "O", "N", "H", "H", "H", "H", "H", "H", "H", "H", "H"],
  "xyz": [[1.817, 0.167, -0.522], [0.505, 0.895, -0.895], [-0.265, -0.727, 1.389], [-1.080, -0.048, 0.580], [-0.626, 1.100, -0.004], [-2.402, -0.372, 0.315], [2.491, 0.338, -1.377], [1.713, -0.915, -0.411], [2.333, 0.554, 0.363], [0.762, 1.920, -1.154], [0.104, 0.379, -1.774], [-0.497, -1.715, 1.753], [0.629, -0.222, 1.723], [-2.863, 0.025, -0.488], [-2.662, -1.323, 0.535]],
  "orbital_gap_ev": 8.98,
  "smiles": "C=C(N)OCC",
  "homo_energy_ev": -7.95,
  "largest_force_ha_per_bohr": 0.00931,
  "e_tot_ha": -287.7590
}